{"formula": "C11H24BaF9Hg2O29S6Zn", "method": "ωB97M-V with the def2-TZVPD basis set", "molar_mass_g_mol": 1587.57, "total_charge": -1, "e_above_lowest_kj_mol": 3274.4, "energy_ev": -218076.5838, "max_force_ev_per_a": 5.1, "homo_lumo_gap_ev": 1.36, "e_lumo_ev": -4.7945, "species": ["O", "F", "O", "O", "H", "H", "F", "O", "C", "O", "C", "C", "H", "H", "F", "C", "H", "H", "S", "Hg", "S", "O", "H", "O", "S", "H", "O", "O", "O", "O", "O", "C", "O", "H", "H", "C", "O", "Zn", "C", "F", "O", "O", "S", "F", "O", "O", "H", "Hg", "F", "O", "H", "H", "O", "O", "S", "H", "F", "H", "Ba", "H", "H", "O", "O", "F", "O", "H", "C", "O", "C", "H", "H", "H", "F", "O", "C", "H", "O", "C", "S", "O", "H", "O", "H"], "coordinates": [[12.5517, 10.7746, -11.9931], [11.0782, 11.5599, -15.4047], [27.3559, 12.4201, -11.4661], [18.6196, 12.6182, -11.6920], [16.2039, 16.7312, -11.1763], [15.4805, 19.4473, -9.5787], [10.7902, 12.6340, -13.5241], [22.2485, 18.0500, -6.8347], [10.9805, 11.4105, -14.1224], [18.2331, 6.6811, -12.8248], [22.7333, 16.9485, -6.1078], [16.2187, 11.4020, -1.7717], [17.0563, 17.2872, -9.7863], [16.8931, 10.5961, -1.4819], [25.1468, 15.4066, -16.8509], [27.5164, 11.1507, -12.1561], [22.0299, 16.1504, -6.3452], [28.4862, 10.7418, -11.8725], [15.0285, 5.7385, -7.1912], [18.0947, 12.3025, -15.8976], [19.3571, 7.1067, -13.6390], [23.0502, 10.7471, -4.7382], [16.8943, 20.1328, -10.2062], [12.5838, 9.2741, -13.6986], [18.8979, 12.5836, -10.2730], [22.6494, 17.1083, -5.0329], [13.6715, 11.4279, -14.0501], [15.7368, 6.9986, -7.0492], [25.1482, 10.7427, -12.0486], [23.9819, 15.6791, -14.0782], [22.5713, 17.4976, -14.8346], [16.3739, 19.1772, -10.1419], [15.1423, 11.0644, -2.6278], [18.4835, 12.2416, -3.7007], [17.9213, 12.9080, -1.6499], [24.5012, 16.5668, -16.5490], [22.2062, 15.2885, -15.7387], [24.2617, 13.4157, -10.3168], [24.2066, 16.6563, -6.4189], [9.9956, 10.6445, -13.9351], [20.2903, 12.8941, -9.9910], [24.3591, 16.7236, -7.8086], [12.5632, 10.7304, -13.4464], [23.9173, 17.1143, -17.5661], [18.5348, 11.1999, -9.8075], [13.9172, 5.9014, -8.0862], [27.5907, 11.3182, -13.2306], [19.1701, 7.0489, -8.9537], [25.9831, 9.5508, -4.0679], [19.8067, 5.9845, -14.4535], [28.0497, 13.0284, -11.7310], [24.5085, 10.0271, -12.0347], [15.5698, 17.3302, -11.5771], [17.5430, 12.4234, -3.6361], [23.1706, 16.2221, -15.1766], [26.7177, 9.3672, -12.7984], [24.6349, 7.9675, -4.0705], [14.7391, 10.3205, -2.1743], [14.5444, 11.6479, -7.1483], [24.5999, 15.7142, -6.0370], [24.2063, 17.6645, -7.9228], [20.3182, 7.4170, -12.5890], [17.1049, 18.1457, -9.3595], [26.0730, 8.2800, -5.8019], [18.0386, 13.4719, -9.5031], [21.3315, 17.9692, -7.1072], [26.4191, 10.1235, -12.0725], [14.5004, 5.2742, -5.9425], [16.0458, 18.6451, -11.5273], [16.4569, 13.4241, -2.2053], [24.9596, 17.3544, -6.0533], [16.9753, 18.7485, -12.0872], [25.3429, 17.4733, -15.9447], [15.9715, 4.9476, -7.8805], [17.1039, 12.5497, -2.2756], [15.4337, 19.3080, -12.1388], [19.0776, 8.2831, -14.4793], [25.2510, 8.8703, -4.8706], [23.8351, 9.9741, -5.7312], [22.9186, 9.0070, -6.4049], [26.5334, 9.5594, -11.1468], [24.5390, 10.8106, -6.7160], [15.7322, 11.6905, -0.8399]], "atomic_forces_ev_per_a": [[-1.0, 2.0, 1.1], [0.5, 0.9, -1.9], [-0.9, -1.2, 0.2], [-0.2, 0.1, -0.8], [0.1, -0.1, -0.4], [-0.3, -0.4, 0.1], [-0.3, -0.6, -0.5], [0.8, 1.4, -0.2], [2.8, 1.7, 1.0], [-1.3, 0.3, 0.7], [-0.5, -0.6, 0.9], [1.3, 0.4, 1.2], [0.0, 0.2, -0.1], [-0.3, -0.7, -0.6], [-0.2, 1.5, -0.3], [0.8, 1.4, -1.1], [0.7, -0.8, 0.0], [-0.1, -0.5, 0.2], [-1.5, 2.1, 1.6], [0.0, -0.1, 0.1], [0.1, 0.4, -2.0], [2.0, -1.1, -0.1], [0.8, -0.4, -0.1], [-1.0, 1.1, -1.5], [-1.2, -1.4, 1.0], [-0.1, 0.2, 0.3], [-1.0, 0.8, -0.4], [0.6, 1.7, 0.8], [0.2, -0.3, -0.9], [-0.1, 0.1, -0.8], [0.5, 0.3, -0.6], [-0.6, -1.3, 0.8], [0.4, -0.2, -0.7], [0.1, -0.1, 0.2], [0.1, -1.0, 0.4], [-1.1, -0.7, 4.0], [0.8, 0.1, -0.3], [-0.1, -0.3, -0.2], [0.1, 0.0, -0.3], [-2.8, -1.8, 1.4], [1.0, -0.1, 0.2], [0.4, -0.2, -0.8], [2.9, -4.0, 1.2], [0.3, 0.3, -1.5], [0.8, 0.2, -0.4], [-2.0, 0.1, -1.7], [0.1, 0.7, -0.2], [0.0, 0.0, 0.0], [1.6, 1.7, 1.0], [0.4, 0.4, -0.1], [0.0, -0.2, -0.2], [-0.4, 0.1, 0.0], [-0.8, 0.0, 0.2], [-0.7, -0.1, 0.2], [-0.1, -0.7, 0.9], [-0.9, 0.2, -0.9], [0.2, -0.5, -1.0], [-0.3, -0.1, -0.2], [1.0, -0.3, -0.6], [-0.7, -0.4, -0.1], [-0.2, 0.1, -1.0], [0.8, 0.0, 0.7], [-0.3, 1.8, -0.4], [-1.2, 0.3, 1.1], [-0.8, 1.2, 0.5], [0.2, -0.4, 0.1], [0.9, 0.1, 2.7], [0.1, -0.5, 1.2], [1.6, 0.8, -0.6], [-0.2, 0.3, -0.6], [-0.6, 0.6, 0.9], [0.5, -0.5, -0.1], [0.0, -1.0, -1.3], [2.7, -2.9, -1.8], [-1.0, 1.1, -0.7], [-0.8, -0.1, 0.6], [-0.1, -1.1, 0.7], [-2.2, -0.2, -1.4], [-2.9, 0.3, -2.1], [1.9, 0.4, 1.2], [-0.1, 0.0, 0.5], [0.3, -0.7, 1.3], [0.4, 0.5, 0.3]], "mulliken_charge": [-0.68, -0.21, -0.51, -0.46, 0.26, 0.19, -0.24, -0.54, 0.62, -0.32, -0.14, -0.31, 0.24, 0.31, -0.22, -0.44, 0.27, 0.33, 1.28, 0.14, 1.30, -0.65, 0.28, -0.65, 1.29, 0.23, -0.60, -0.47, -0.46, -0.61, -0.63, -0.15, -0.53, 0.33, 0.38, 0.57, -0.61, 0.78, -0.50, -0.19, -0.46, -0.50, 1.13, -0.19, -0.53, -0.43, 0.30, 0.23, -0.21, -0.44, 0.29, 0.29, -0.46, -0.53, 1.08, 0.31, -0.22, 0.34, 1.97, 0.33, 0.29, -0.32, -0.48, -0.22, -0.68, 0.30, -0.41, -0.50, -0.55, 0.23, 0.25, 0.31, -0.23, -0.39, -0.51, 0.36, -0.37, 0.54, 1.08, -0.65, 0.29, -0.63, 0.30]}